1.
Density functional theory data (ωB97M-V/def2-TZVPD) for a 3-piece molecular cluster, C26H46BClN2O10S overall in a non-equilibrium geometry.

Positions of all 87 atoms, in Å:
C -3.07 -3.79 2.56
C -4.04 -4.84 2.06
O -5.42 -4.54 2.35
B -6.06 -3.76 1.40
O -6.94 -4.33 0.51
C -5.79 -2.21 1.44
C -5.69 -1.59 2.72
C -5.42 -0.25 2.81
C -5.23 0.54 1.66
N -4.92 1.86 1.80
C -4.73 2.53 0.70
C -4.34 3.98 0.79
C -3.52 4.32 2.04
C -2.35 3.38 2.34
C -1.62 2.89 1.08
S 0.09 2.58 1.48
O 0.22 1.24 1.97
O 0.62 3.60 2.32
Cl 1.07 2.69 -0.30
C -4.88 1.92 -0.58
N -5.18 0.67 -0.76
C -5.34 -0.05 0.39
C -5.63 -1.43 0.31
H -3.08 -2.94 1.89
H -2.06 -4.17 2.60
H -3.36 -3.44 3.55
H -3.92 -5.02 0.99
H -3.83 -5.78 2.58
H -6.51 -4.47 -0.34
H -5.83 -2.18 3.61
H -5.33 0.24 3.77
H -5.28 4.53 0.86
H -3.88 4.32 -0.13
H -3.12 5.32 1.90
H -4.16 4.33 2.91
H -1.69 3.86 3.04
H -2.73 2.50 2.85
H -1.71 3.54 0.22
H -2.01 1.91 0.81
H -4.74 2.54 -1.46
H -5.73 -1.86 -0.68
C 5.37 -5.36 2.24
O 4.23 -4.57 1.95
C 3.05 -4.98 2.62
C 2.26 -3.80 3.16
O 2.84 -3.14 4.27
C 4.02 -2.37 4.08
C 3.85 -1.10 3.27
O 3.61 -1.37 1.91
C 2.61 -0.56 1.33
H 5.36 -6.29 1.66
H 6.25 -4.78 1.96
H 5.43 -5.59 3.30
H 3.28 -5.67 3.44
H 2.42 -5.51 1.89
H 1.32 -4.21 3.54
H 2.00 -3.10 2.37
H 4.84 -2.99 3.69
H 4.32 -2.07 5.09
H 4.78 -0.52 3.35
H 3.04 -0.51 3.71
H 1.77 -0.42 2.00
H 2.25 -1.07 0.43
H 3.02 0.42 1.04
C 2.58 1.04 -2.90
O 2.27 1.63 -4.14
C 1.71 2.93 -4.06
C 2.29 3.88 -5.09
O 3.64 4.27 -4.87
C 4.67 3.32 -5.02
C 4.94 2.86 -6.44
O 3.90 2.05 -6.94
C 3.52 2.32 -8.28
H 1.68 0.61 -2.44
H 3.29 0.24 -3.09
H 3.04 1.75 -2.22
H 1.86 3.36 -3.06
H 0.63 2.85 -4.24
H 1.72 4.81 -5.02
H 2.15 3.49 -6.10
H 4.53 2.47 -4.35
H 5.58 3.83 -4.68
H 5.86 2.27 -6.44
H 5.09 3.74 -7.08
H 3.50 3.40 -8.47
H 2.52 1.92 -8.43
H 4.21 1.84 -8.98

Properties
SMILES string: CCOB(O)c1ccc2nc(CCCCS(=O)(=O)Cl)cnc2c1.COCCOCCOC.COCCOCCOC
Frontier orbital gap, eV: 8.351
Highest occupied orbital energy, eV: -8.919

---

2.
Density functional theory data (ωB97M-V/def2-TZVPD) for one molecule with the formula C2H3BFPS in a non-equilibrium geometry.

Positions of all 9 atoms, in Å:
C -1.62 1.73 -1.27
C -1.36 0.68 -0.50
B -0.63 -0.62 0.20
F -1.34 -1.86 0.42
P 1.24 -0.60 0.75
S 2.28 -1.99 -0.14
H -1.61 2.63 -2.00
H 1.75 0.68 0.35
H 1.28 -0.65 2.19

Properties
SMILES string: C#CB(F)[PH2]=S
Frontier orbital gap, eV: 7.499
Highest occupied orbital energy, eV: -8.868

---

3.
Density functional theory data (ωB97M-V/def2-TZVPD) for C4H8LuO3 as an isolated structure in a non-equilibrium geometry.

Positions of all 16 atoms, in Å:
C 0.22 -1.92 -2.32
C 0.29 0.08 -2.12
O -0.90 0.34 -1.69
O -0.34 -2.40 -1.25
H 1.27 -2.19 -2.52
H -0.43 -1.91 -3.21
H 0.54 0.43 -3.14
Lu -1.57 -1.02 -0.07
O -0.19 -0.38 1.62
C 0.41 0.61 2.09
C -0.35 1.70 2.74
H 1.45 0.44 2.45
H -1.27 1.92 2.19
H 0.31 2.58 2.80
H -0.63 1.39 3.75
H 1.18 0.32 -1.31

Properties
Frontier orbital gap (alpha / beta), eV: 7.292 / 8.605
Energy above the lowest of the compared OMol25 structures with the same formula, charge and spin, eV: 0.000
Charge: +2
2S+1: 2
Highest occupied orbital energy (alpha / beta), eV: -17.176 / -18.807

---

4.
Density functional theory data (ωB97M-V/def2-TZVPD) for a 2-piece molecular cluster, FN2O3S overall in a non-equilibrium geometry.

Positions of all 7 atoms, in Å:
N 1.62 -0.44 0.28
N -1.75 0.04 -0.11
O 1.88 0.21 1.25
O -1.88 1.24 -0.06
O -2.60 -0.78 0.14
F 2.58 0.58 -1.17
S 0.14 -0.84 -0.34

Properties
Frontier orbital gap, eV: 7.792
Energy above the lowest of the compared OMol25 structures with the same formula, charge and spin, eV: 1.196
Charge: -1
Highest occupied orbital energy, eV: -4.906

---

5.
Density functional theory data (ωB97M-V/def2-TZVPD) for a 2-piece molecular cluster, C9H14O overall in a non-equilibrium geometry.

Positions of all 24 atoms, in Å:
C 2.44 1.78 0.38
C 0.90 1.68 0.53
C 0.06 2.47 -0.16
C -1.34 2.40 -0.15
C -1.96 1.29 0.62
O -3.33 1.19 0.35
C -1.11 0.46 1.44
C 0.30 0.67 1.31
H 3.04 0.95 0.17
H 2.73 2.10 1.39
H 2.59 2.74 -0.17
H 0.32 3.26 -0.79
H -1.99 2.91 -0.77
H -3.62 0.27 0.40
H -1.45 -0.32 2.11
H 0.81 -0.04 1.95
C 0.50 -3.20 -0.54
C -0.21 -2.68 -1.70
H 0.81 -4.31 -0.57
H 1.57 -2.80 -0.37
H 0.18 -2.93 0.43
H 0.25 -3.02 -2.72
H -0.37 -1.64 -1.48
H -1.12 -3.22 -1.69

Properties
SMILES string: Cc1ccc(O)cc1.CC
Frontier orbital gap, eV: 9.166
Energy above the lowest of the compared OMol25 structures with the same formula, charge and spin, eV: 2.023
Highest occupied orbital energy, eV: -8.385

---

6.
Density functional theory data (ωB97M-V/def2-TZVPD) for a 2-piece molecular cluster, C4H11NO2 overall in a non-equilibrium geometry.

Positions of all 18 atoms, in Å:
N -2.79 -0.46 -0.53
C -1.74 0.34 0.15
C -0.42 -0.39 0.34
C 0.66 0.50 1.00
C 1.97 -0.20 1.15
O 2.34 -1.07 0.42
H -3.16 -1.23 0.00
H -2.34 -0.84 -1.35
H -2.09 0.55 1.17
H -1.70 1.25 -0.44
H -0.51 -1.36 0.86
H -0.25 -0.89 -0.64
H 0.10 0.99 1.81
H 0.66 1.37 0.32
H 2.55 0.22 2.00
O 1.98 0.68 -2.03
H 2.40 0.11 -1.37
H 2.34 0.44 -2.88

Properties
SMILES string: NCCCC=O.O
Frontier orbital gap, eV: 10.067
Energy above the lowest of the compared OMol25 structures with the same formula, charge and spin, eV: 1.840
Highest occupied orbital energy, eV: -9.299

---

7.
Density functional theory data (ωB97M-V/def2-TZVPD) for a 2-piece molecular cluster, C5H5BrO2 overall in a non-equilibrium geometry.

Positions of all 13 atoms, in Å:
C -0.35 1.71 0.66
C -0.27 0.51 1.30
C -0.66 1.53 -0.75
C -0.75 -0.42 0.31
C 1.29 -1.47 -0.65
O -0.67 2.24 -1.72
O -1.00 0.10 -0.85
Br -1.50 -2.12 0.66
H -0.18 2.68 1.17
H -0.19 0.12 2.32
H 0.68 -2.36 -0.99
H 2.10 -1.75 0.01
H 1.49 -0.77 -1.48

Properties
Frontier orbital gap (alpha / beta), eV: 7.634 / 7.852
Energy above the lowest of the compared OMol25 structures with the same formula, charge and spin, eV: 2.994
Highest occupied orbital energy (alpha / beta), eV: -8.108 / -9.028

---

8.
Density functional theory data (ωB97M-V/def2-TZVPD) for a 2-piece molecular cluster, C4H8N2 overall in a non-equilibrium geometry.

Positions of all 14 atoms, in Å:
C -0.89 -1.17 1.31
C -1.02 -0.62 0.10
C -0.49 -1.21 -1.20
C -2.03 0.39 0.04
N -2.79 1.22 -0.12
H -1.34 -0.77 2.10
H -0.23 -1.99 1.41
H 0.17 -0.44 -1.54
H -1.18 -1.45 -2.01
H -0.04 -2.08 -1.03
N 0.88 1.99 0.08
H 1.37 1.54 0.82
H 1.33 1.73 -0.80
H 0.93 2.98 0.16

Properties
SMILES string: C=C(C)C#N.N
Frontier orbital gap, eV: 10.676
Energy above the lowest of the compared OMol25 structures with the same formula, charge and spin, eV: 1.508
Highest occupied orbital energy, eV: -9.897

---

9.
Density functional theory data (ωB97M-V/def2-TZVPD) for one molecule with the formula C5H7N3 in a non-equilibrium geometry.

Positions of all 15 atoms, in Å:
H -1.25 1.69 -0.18
N -2.02 0.93 -0.16
C -1.60 -0.33 -0.29
N -2.53 -1.25 0.10
C -0.16 -0.47 -0.62
C 1.00 0.29 -0.29
N 0.73 1.62 -0.06
C 2.27 -0.25 -0.39
C 3.38 -0.99 0.13
H -2.18 -2.03 0.63
H -3.36 -0.55 0.29
H 0.19 -1.48 -0.71
H 1.12 2.07 0.89
H -0.21 1.81 0.23
H 4.62 -1.05 0.45

Properties
SMILES string: [H]/N=C(N)\C=C(/N)C#C
Frontier orbital gap, eV: 7.625
Energy above the lowest of the compared OMol25 structures with the same formula, charge and spin, eV: 8.217
Highest occupied orbital energy, eV: -8.276

---

10.
Density functional theory data (ωB97M-V/def2-TZVPD) for one molecule with the formula C3H7NO2.

Positions of all 13 atoms, in Å:
N -0.91 -1.24 -0.58
C -0.90 0.16 -0.94
O -1.49 0.56 -1.92
C -0.05 1.03 -0.04
C 1.25 0.36 0.44
O 1.02 -0.70 1.33
H -1.75 -1.44 -0.05
H -1.01 -1.76 -1.45
H -0.63 1.31 0.85
H 0.16 1.94 -0.60
H 1.86 0.03 -0.42
H 1.85 1.10 0.98
H 0.46 -1.32 0.83

Properties
SMILES string: NC(=O)CCO
Frontier orbital gap, eV: 10.981
Energy above the lowest of the compared OMol25 structures with the same formula, charge and spin, eV: 1.034
Highest occupied orbital energy, eV: -10.242

---

11.
Density functional theory data (ωB97M-V/def2-TZVPD) for C9H9BrCoF3N3O5S2 as an isolated structure.

Positions of all 33 atoms, in Å:
Co 0.07 -0.27 0.55
N -1.64 -0.05 -0.26
N -2.23 1.22 -0.11
C -1.56 2.16 0.54
N -2.12 3.35 0.74
S 0.02 1.85 1.12
H -1.56 -0.29 -1.25
H -2.18 -0.82 0.29
H -3.20 1.31 -0.38
H -3.03 3.58 0.38
H -1.62 4.05 1.24
Br -1.78 -5.41 7.11
C -1.70 -4.29 5.60
C -2.84 -4.12 4.82
C -2.78 -3.30 3.71
C -1.59 -2.65 3.39
C -0.46 -2.82 4.18
C -0.51 -3.65 5.29
C -1.56 -1.79 2.20
O -2.50 -1.74 1.39
O -0.47 -1.06 2.08
H -3.76 -4.63 5.08
H -3.65 -3.16 3.08
H 0.47 -2.32 3.93
H 0.36 -3.80 5.91
F 3.84 -0.93 -1.68
C 2.55 -1.15 -1.81
F 2.32 -2.00 -2.79
F 1.92 0.00 -2.06
S 1.87 -1.83 -0.23
O 0.37 -1.86 -0.49
O 2.52 -3.04 0.07
O 1.97 -0.69 0.73

Properties
Frontier orbital gap (alpha / beta), eV: 6.130 / 6.087
Energy above the lowest of the compared OMol25 structures with the same formula, charge and spin, eV: 0.080
Charge: +1
Highest occupied orbital energy (alpha / beta), eV: -11.598 / -11.598

---

12.
Density functional theory data (ωB97M-V/def2-TZVPD) for C4H9NO3 as an isolated structure in a non-equilibrium geometry.

Positions of all 17 atoms, in Å:
C -0.60 1.20 -1.03
C -0.72 -0.10 -0.25
C 0.35 -0.21 0.86
C 0.21 -1.45 1.79
H 1.04 1.99 -2.57
H 0.92 0.53 -1.99
H -1.42 1.39 -1.63
H -0.65 1.95 -0.29
H -1.80 0.02 0.14
H -1.55 -1.21 -1.29
H 1.68 -0.20 0.67
H 0.30 0.95 1.82
H 1.84 -1.16 2.11
N 0.76 1.23 -1.60
O -0.65 -1.17 -1.01
O 1.22 -1.81 2.44
O -0.92 -1.94 1.82

Properties
Frontier orbital gap, eV: 10.088
Energy above the lowest of the compared OMol25 structures with the same formula, charge and spin, eV: 6.638
Highest occupied orbital energy, eV: -9.597

---

13.
Density functional theory data (ωB97M-V/def2-TZVPD) for a 3-piece molecular cluster, C5H12N2O overall in a non-equilibrium geometry.

Positions of all 20 atoms, in Å:
C -0.81 1.47 -0.74
C -1.14 -0.04 -0.77
N -0.01 -0.82 -0.36
C -0.13 -0.97 1.11
C 1.29 -0.46 -0.95
C 2.00 0.29 -0.21
N -3.24 0.04 0.68
O 2.56 0.72 0.80
H -1.70 2.04 -1.13
H 0.29 1.55 -0.88
H -0.76 1.81 0.32
H -1.37 -0.38 -1.80
H -2.05 0.01 -0.12
H 0.62 -1.74 1.40
H 0.10 -0.10 1.74
H -1.07 -1.48 1.34
H 4.17 -2.17 -0.68
H 4.30 -1.54 -1.07
H -3.92 -0.74 0.46
H -3.65 0.73 1.18

Properties
Frontier orbital gap, eV: 3.925
Energy above the lowest of the compared OMol25 structures with the same formula, charge and spin, eV: 12.629
Highest occupied orbital energy, eV: -7.767

---

14.
Density functional theory data (ωB97M-V/def2-TZVPD) for C18H29N2O6P2Re as an isolated structure in a non-equilibrium geometry.

Positions of all 58 atoms, in Å:
C 0.99 -1.48 -4.43
C 0.90 -0.99 -3.13
N -0.29 -1.06 -2.45
C -1.38 -1.50 -3.14
C -1.30 -1.98 -4.45
C -0.10 -1.99 -5.11
C 2.23 -0.45 -2.67
P 2.78 0.40 -1.00
Re -0.73 -0.74 -0.27
P -2.85 -0.81 -0.82
C -2.75 -1.52 -2.53
O 2.16 5.03 -4.89
O 1.69 1.55 -0.95
H 1.98 -1.44 -4.90
H -2.23 -2.36 -4.89
H -0.01 -2.37 -6.13
C 2.28 -1.15 -0.12
C 4.02 0.83 0.37
H -3.45 -0.94 -3.16
H -3.13 -2.55 -2.49
H 2.53 0.27 -3.39
H 2.96 -1.28 -2.75
C -4.07 -1.91 -0.03
C -3.87 0.68 -1.11
H 3.59 1.27 -1.80
H 1.50 1.86 -0.01
H 1.45 4.51 -5.24
H 2.95 4.50 -5.07
H -1.46 -1.57 0.94
H -1.24 0.82 -0.54
H 2.77 -2.00 -0.62
H 2.62 -1.12 0.92
H 1.15 -1.35 -0.12
H 4.71 -0.01 0.50
H 4.59 1.72 0.07
H 3.48 1.04 1.30
H -4.79 0.60 -0.52
H -3.29 1.54 -0.76
H -4.09 0.79 -2.17
H -5.00 -1.35 0.16
H -4.27 -2.78 -0.66
H -3.65 -2.24 0.93
O 1.22 1.96 1.60
C 0.51 1.02 2.01
O -0.02 0.12 1.20
C 0.27 0.84 3.46
C -0.28 -0.36 3.98
C -0.50 -0.48 5.34
C -0.18 0.59 6.20
C 0.40 1.77 5.69
C 0.62 1.89 4.33
N -0.47 0.48 7.60
O -0.99 -0.58 8.02
O -0.19 1.44 8.35
H -0.54 -1.17 3.30
H -0.93 -1.39 5.77
H 0.65 2.57 6.38
H 1.06 2.79 3.92

Properties
Frontier orbital gap (alpha / beta), eV: 5.515 / 3.036
Charge: +1
2S+1: 4
Highest occupied orbital energy (alpha / beta), eV: -8.948 / -10.138

---

15.
Density functional theory data (ωB97M-V/def2-TZVPD) for C35H43ClIrNP2S4 as an isolated structure in a non-equilibrium geometry.

Positions of all 87 atoms, in Å:
Ir 0.24 -0.30 -0.10
C 2.80 1.92 -0.55
C 1.74 2.97 -0.26
S 0.08 2.34 0.12
C -0.08 2.70 1.90
C -0.63 1.55 2.69
S 0.18 -0.04 2.46
C 1.88 0.19 3.02
C 2.81 0.96 2.11
S 2.70 0.40 0.40
H 2.73 1.58 -1.58
H 3.79 2.35 -0.40
H 2.02 3.64 0.56
H 1.62 3.58 -1.15
H 0.89 3.03 2.27
H -0.77 3.54 1.97
H -0.59 1.79 3.76
H -1.67 1.35 2.43
H 1.84 0.65 4.01
H 2.24 -0.83 3.15
H 2.64 2.04 2.14
H 3.84 0.78 2.43
C -5.45 0.38 -6.33
S -4.08 -0.78 -6.12
C -4.62 -1.69 -4.63
C -3.50 -1.76 -3.60
C -3.12 -0.38 -3.09
N -2.07 -0.42 -2.04
P -0.45 -0.06 -2.42
C -0.40 1.69 -2.87
C 0.78 2.18 -3.45
C 0.89 3.52 -3.77
C -0.18 4.38 -3.52
C -1.35 3.90 -2.95
C -1.46 2.56 -2.61
C -0.13 -0.94 -3.94
C -0.31 -0.28 -5.17
C -0.08 -0.96 -6.35
C 0.38 -2.27 -6.33
C 0.55 -2.93 -5.12
C 0.28 -2.27 -3.93
P -2.25 -0.28 -0.38
C -2.12 -1.97 0.29
C -2.03 -3.09 -0.54
C -2.11 -4.36 0.02
C -2.28 -4.51 1.39
C -2.36 -3.40 2.22
C -2.27 -2.13 1.67
C -3.93 0.22 -0.01
C -4.26 1.58 0.03
C -5.58 1.95 0.19
C -6.56 0.97 0.32
C -6.23 -0.38 0.28
C -4.91 -0.77 0.13
H -5.28 0.91 -7.27
H -5.49 1.10 -5.51
H -6.39 -0.15 -6.40
H -4.88 -2.70 -4.94
H -5.51 -1.20 -4.23
H -2.62 -2.23 -4.04
H -3.83 -2.38 -2.76
H -4.01 0.12 -2.67
H -2.76 0.23 -3.92
H 1.59 1.50 -3.68
H 1.79 3.90 -4.23
H -0.10 5.43 -3.78
H -2.18 4.57 -2.78
H -2.37 2.19 -2.16
H -0.64 0.75 -5.20
H -0.24 -0.45 -7.29
H 0.61 -2.77 -7.26
H 0.90 -3.95 -5.11
H 0.39 -2.80 -3.00
H -1.91 -2.97 -1.61
H -2.05 -5.23 -0.62
H -2.35 -5.51 1.81
H -2.51 -3.52 3.28
H -2.34 -1.26 2.31
H -3.49 2.34 -0.05
H -5.85 3.00 0.21
H -7.59 1.26 0.46
H -7.00 -1.13 0.37
H -4.65 -1.82 0.12
Cl 1.78 -2.49 -1.04
C 1.07 -2.20 0.51
H 1.87 -2.11 1.24
H 0.32 -2.96 0.73

Properties
Frontier orbital gap (alpha / beta), eV: 4.539 / 3.464
Energy above the lowest of the compared OMol25 structures with the same formula, charge and spin, eV: 2.666
Charge: +3
2S+1: 2
Highest occupied orbital energy (alpha / beta), eV: -14.474 / -14.473

---

16.
Density functional theory data (ωB97M-V/def2-TZVPD) for one molecule with the formula C3H9N in a non-equilibrium geometry.

Positions of all 13 atoms, in Å:
C -1.46 0.40 -0.17
C -0.54 -0.74 0.34
N 0.78 -0.82 -0.32
C 1.60 0.33 0.09
H -2.38 0.41 0.38
H -0.92 1.36 0.05
H -1.67 0.24 -1.27
H -0.40 -0.65 1.44
H -1.07 -1.72 0.16
H 0.62 -0.87 -1.34
H 1.16 1.30 -0.16
H 1.72 0.39 1.16
H 2.58 0.37 -0.36

Properties
SMILES string: CCNC
Frontier orbital gap, eV: 9.962
Energy above the lowest of the compared OMol25 structures with the same formula, charge and spin, eV: 0.630
Highest occupied orbital energy, eV: -8.747

---

17.
Density functional theory data (ωB97M-V/def2-TZVPD) for a 3-piece molecular cluster, C6H16N2O overall in a non-equilibrium geometry.

Positions of all 25 atoms, in Å:
C 2.88 0.18 0.46
C 1.70 0.71 -0.28
C 1.01 1.90 0.31
N 1.33 0.32 -1.44
H 3.37 -0.64 -0.08
H 3.61 0.97 0.63
H 2.57 -0.18 1.45
H 1.62 2.79 0.13
H 0.89 1.78 1.39
H 0.04 2.05 -0.15
H 1.85 -0.47 -1.82
C -1.95 -0.48 1.47
C -1.03 -1.06 0.70
C -1.16 -2.42 0.11
H -2.94 -0.90 1.56
H -1.76 0.43 2.02
H 0.01 -0.69 0.76
H -2.19 -2.77 0.16
H -0.86 -2.39 -0.94
H -0.51 -3.13 0.62
N -1.93 1.25 -1.25
O -1.27 0.04 -1.67
H -2.46 0.98 -0.42
H -2.61 1.45 -1.98
H -0.20 0.28 -1.73

Properties
SMILES string: CC(C)=N.C=CC.NO
Frontier orbital gap, eV: 9.368
Energy above the lowest of the compared OMol25 structures with the same formula, charge and spin, eV: 3.669
Highest occupied orbital energy, eV: -8.567